Record 1
Molecular formula: C6H9NO
Method: DFT, wB97M-V/def2-TZVPD

The energy above the lowest of the compared OMol25 structures with the same formula, charge and spin comes out at 51.5 kcal per mole. The frontier orbital gap comes out at 0.3583 Eh. Its SMILES is C1N[C@H]2C[C@H]3O[C@@H]1[C@@H]23. As for the net charge: 0.

```
17
Properties=species:S:1:pos:R:3:forces:R:3:mulliken_charge:R:1
C 1.4586 -0.7403 -0.4260 -0.62 -0.40 0.12 -0.86
C 0.1286 1.0846 0.3241 -0.39 0.88 -1.08 0.00
C -1.0763 1.0632 -0.6938 0.17 0.49 0.26 -1.11
C -1.5191 -0.2592 -0.0658 -0.14 -0.36 0.60 0.04
C -0.4362 -0.1221 1.0227 -0.86 -0.61 0.97 -0.53
C 0.2278 -1.3110 0.3198 -0.02 -0.27 -0.10 0.13
H 1.3250 -1.0222 -1.4712 0.25 -0.24 0.01 0.26
H 2.4107 -1.0895 -0.0525 0.24 -0.24 0.06 0.35
H 2.1113 1.0908 0.2686 0.05 -0.38 -0.36 0.30
H 0.2650 2.0077 0.8858 -0.12 -0.04 0.00 0.47
H -0.7088 0.9846 -1.7161 -0.30 0.06 -0.11 0.33
H -1.8037 1.8920 -0.5829 0.42 -0.46 -0.03 0.31
H -2.5408 -0.5177 0.1521 -0.58 0.40 -0.04 0.46
H -0.6427 -0.0896 2.0956 0.17 -0.22 -0.21 0.47
H 0.3115 -2.2670 0.8704 0.36 0.52 -0.29 0.40
N 1.3687 0.7055 -0.3122 1.02 1.12 0.48 -0.53
O -0.8797 -1.4098 -0.6185 0.36 -0.26 -0.29 -0.50
```
Positions in Å, forces in eV/Å.

***

Record 2
Molecular formula: C18H60N4O12Y
Method: DFT, wB97M-V/def2-TZVPD

The frontier orbital gap (alpha / beta) comes out at 0.1683 / 0.1219 Eh. The spin multiplicity is 2. As for the net charge: +2.

```
95
Properties=species:S:1:pos:R:3:forces:R:3:mulliken_charge:R:1
Y 3.4808 -11.2726 9.4871 -3.05 5.44 0.77 1.57
O 1.8366 -10.1587 10.9513 2.37 -0.21 -2.66 -0.94
C 1.9700 -8.7013 10.7233 0.77 -1.33 -0.59 0.79
C 2.4067 -8.2437 9.2768 -0.82 0.97 1.18 0.82
O 3.3471 -8.9604 8.5693 1.15 -4.30 1.13 -0.86
H 2.7190 -8.3501 11.4329 0.27 0.00 0.08 -0.21
H 1.0465 -8.1814 10.9782 -0.34 -0.24 -0.11 -0.08
H 2.8469 -7.2688 9.4863 -0.02 0.55 0.00 -0.16
H 1.5488 -8.0392 8.6362 -0.41 -0.26 0.02 0.05
C 6.6043 -6.5020 12.4692 -0.19 0.84 1.61 -1.60
C 5.4069 -6.5672 11.5568 1.02 1.34 -0.66 1.08
C 5.1711 -5.2339 10.8323 0.95 -0.24 0.21 -0.69
O 5.1277 -4.2612 11.8230 -0.92 2.22 -0.05 -0.36
C 4.8869 -2.8669 11.3613 -0.19 -2.31 -0.51 -0.63
N 5.7706 -7.5230 10.5713 -0.74 -1.79 -1.03 -0.45
H 6.7059 -7.3957 13.0850 -0.17 -0.01 -0.01 0.41
H 6.4720 -5.6281 13.1071 0.14 -0.20 0.37 0.34
H 7.5781 -6.3438 12.0056 -0.23 -0.06 -0.65 0.36
H 4.4746 -6.7635 12.0863 0.02 -0.63 0.26 -0.51
H 4.3512 -5.3320 10.1207 -1.13 0.26 0.32 0.40
H 5.9679 -5.0536 10.1106 0.73 0.15 0.16 0.54
H 3.8326 -2.8029 11.0920 -0.35 0.37 0.53 0.15
H 5.3525 -2.7517 10.3826 0.70 0.36 0.27 0.35
H 5.2140 -2.1807 12.1425 -0.07 -0.15 -0.30 0.26
H 5.1027 -7.5103 9.8138 -0.11 -0.10 -0.34 -0.05
H 6.6274 -7.1734 10.1665 0.27 -0.29 -0.20 0.37
C 0.6303 -7.9980 14.0956 0.16 -0.98 0.06 -1.78
C 0.3588 -7.6095 15.5110 -0.53 0.19 1.11 0.43
C 1.3553 -8.0743 16.6024 0.81 -0.56 -0.34 -1.23
O 1.7703 -9.3967 16.3322 0.17 -0.55 0.06 -0.24
C 2.6830 -9.9438 17.3058 0.24 -0.15 -0.43 -0.89
N 0.1641 -6.1752 15.6234 1.35 0.46 -0.13 -0.57
H 0.4576 -9.0724 14.1584 -0.22 0.01 -1.06 0.76
H 1.6360 -7.8388 13.7068 0.44 -0.10 0.52 0.34
H -0.0168 -7.4729 13.3930 -0.46 -0.52 0.23 0.72
H -0.6082 -8.0050 15.8216 -0.06 -0.84 -0.34 0.29
H 0.9768 -8.0720 17.6246 -0.78 0.36 0.00 0.50
H 2.2295 -7.4251 16.6497 0.29 0.38 -0.35 0.43
H 3.6682 -9.4827 17.2347 -0.05 0.49 0.06 0.36
H 2.8844 -10.9937 17.0932 -0.51 0.03 -0.35 0.26
H 2.3230 -9.9033 18.3338 -0.29 0.33 -0.04 0.35
H 0.2009 -6.0691 16.6272 -0.49 1.29 0.13 0.23
H -0.7281 -5.9185 15.2256 -0.28 0.11 0.52 0.25
C -0.0644 -5.2709 12.0649 -2.44 -1.40 -0.70 -0.47
C 1.1740 -4.5096 12.2936 0.92 3.15 -0.50 0.77
C 0.8430 -3.1078 12.8890 0.83 1.38 0.03 -1.18
O 0.0249 -2.2687 12.0840 1.05 -0.78 0.52 -0.20
C -0.2469 -0.9436 12.6523 -0.63 -1.29 -1.12 -0.79
N 1.9481 -5.2162 13.2164 -1.43 -1.31 -0.43 0.17
H -0.6202 -5.4684 12.9815 0.04 0.03 -0.08 0.14
H 0.0728 -6.1906 11.4961 0.21 -0.18 0.25 0.04
H -0.6994 -4.6651 11.4186 0.02 0.37 0.08 -0.10
H 1.7014 -4.5029 11.3397 0.14 0.56 -0.13 0.38
H 1.8031 -2.6429 13.1126 0.53 0.35 -0.68 0.49
H 0.5050 -3.1325 13.9250 -0.95 -0.84 0.19 0.52
H -0.8607 -1.1133 13.5369 0.21 0.46 0.19 0.34
H -0.8497 -0.5244 11.8467 -0.11 0.29 0.35 0.23
H 0.6236 -0.3009 12.7837 0.20 -0.40 0.27 0.34
H 1.4104 -5.3309 14.0636 0.17 0.34 2.42 0.25
H 2.1085 -6.1628 12.9029 1.31 -0.36 -0.31 -0.05
C -1.0071 -2.3818 9.0790 0.53 0.05 -0.26 -0.96
C -1.1213 -3.0850 7.7198 -0.91 1.16 -0.91 0.37
C -0.1485 -4.2141 7.5140 0.36 -1.02 -0.65 -0.31
O -0.3181 -4.8608 6.2251 0.51 -0.19 1.03 -0.42
C 0.3454 -6.1551 6.1718 -0.88 1.56 0.34 -0.46
N -2.5475 -3.4041 7.5487 0.53 -0.67 0.71 -0.70
H -0.0408 -1.9288 9.3009 0.18 0.03 -0.37 0.39
H -1.1510 -3.0665 9.9148 -0.34 -0.25 -0.06 -0.16
H -1.7572 -1.5939 9.1470 -0.03 -0.14 -0.06 0.34
H -1.0087 -2.4025 6.8774 0.78 0.49 0.23 0.33
H -0.2595 -4.9219 8.3354 -0.42 -0.67 0.20 0.01
H 0.8980 -3.9208 7.5968 0.20 0.56 -0.09 0.41
H -0.2303 -6.8141 6.8218 -0.06 -0.52 -0.25 0.18
H 1.3548 -6.1047 6.5801 0.29 0.15 -0.14 0.18
H 0.3612 -6.4483 5.1221 -0.07 -0.20 0.28 0.34
H -2.6914 -3.9343 6.7012 0.01 -0.09 -0.22 0.29
H -2.7559 -4.0214 8.3205 -0.68 -0.31 0.12 0.23
O 2.4401 -10.7443 13.6991 0.46 -0.31 0.00 -0.70
H 2.1994 -10.5816 12.7871 -0.25 0.14 -0.50 0.35
H 1.8353 -10.2036 14.2071 0.09 -0.03 0.56 0.27
O -0.9626 -10.7758 11.2796 -0.39 0.22 -0.21 -0.66
H -0.0738 -10.4252 11.3371 0.61 0.00 0.12 0.25
H -0.8415 -11.7141 11.1343 -0.14 -0.29 0.11 0.31
O 1.9773 -11.4732 7.7733 0.82 -0.52 0.65 -0.43
H 1.1511 -11.9152 7.5773 -0.78 -0.29 0.13 0.30
H 2.3255 -11.2246 6.9171 0.17 0.63 -0.90 0.36
O 2.9482 -8.7924 5.6936 -0.31 -0.44 -0.31 -0.67
H 3.7471 -8.2855 5.5485 0.26 0.05 -0.23 0.30
H 2.8904 -8.8824 6.6448 0.07 0.23 0.67 0.28
O -1.1305 -9.5376 8.3563 0.27 -0.16 -0.47 -0.65
H -1.0857 -8.5923 8.4997 -0.14 0.27 -0.05 0.30
H -0.6069 -9.9128 9.0643 -0.17 -0.17 0.57 0.33
O 5.2047 -6.8524 7.4203 0.20 0.10 0.11 -0.62
H 4.8483 -6.4646 6.6210 0.02 0.34 -0.23 0.34
H 4.6034 -7.5672 7.6290 -0.32 -0.45 0.23 0.22
```
Positions in Å, forces in eV/Å.